Entry 1:
DFT (ωB97M-V/def2-TZVPD) results for a 9-piece molecular cluster, C51H116BN8O21 overall at a distorted geometry.

Cartesian coordinates (Å):
O -0.91 -2.14 3.07
C -0.28 -1.84 1.99
O -0.70 -1.00 1.04
B 0.24 -0.96 -0.10
O 1.44 -1.77 0.33
C 1.15 -2.35 1.51
O 1.82 -3.13 2.12
O 0.73 0.37 -0.49
C 0.24 0.69 -1.64
O 0.33 1.75 -2.24
C -0.54 -0.61 -2.22
O -0.46 -1.55 -1.28
O -1.17 -0.70 -3.24
C -3.40 6.13 -1.89
C -4.40 5.00 -1.42
C -5.87 5.13 -2.06
C -5.95 4.78 -3.57
C -5.36 3.34 -3.78
C -3.91 3.15 -3.24
N -3.90 3.63 -1.81
O -2.73 3.30 -1.15
C -3.62 1.65 -3.29
C -2.83 3.76 -4.20
C -4.63 5.13 0.15
H -2.52 6.10 -1.26
H -3.85 7.11 -1.74
H -2.91 5.97 -2.85
H -6.67 4.68 -1.47
H -6.01 6.21 -2.13
H -5.49 5.47 -4.27
H -6.96 4.78 -3.98
H -5.40 3.29 -4.87
H -5.96 2.49 -3.46
H -3.34 1.34 -4.29
H -2.78 1.47 -2.62
H -4.47 1.13 -2.86
H -2.90 3.22 -5.14
H -2.90 4.81 -4.49
H -1.81 3.84 -3.82
H -5.46 4.61 0.62
H -4.69 6.18 0.44
H -3.71 4.87 0.66
H -3.06 2.54 -0.67
C 6.80 0.03 1.23
O 5.58 0.75 1.31
C 4.83 0.74 0.07
C 3.46 1.18 0.48
N 3.43 2.33 1.49
C 1.97 2.65 1.57
C 1.21 1.62 2.41
O 1.62 1.65 3.82
C 0.78 0.87 4.73
H 6.90 -0.73 0.46
H 7.02 -0.57 2.12
H 7.56 0.74 0.94
H 4.80 -0.28 -0.31
H 5.42 1.20 -0.72
H 3.01 0.30 0.93
H 2.92 1.49 -0.42
H 3.69 3.14 0.95
H 1.40 2.95 0.69
H 2.07 3.50 2.25
H 1.26 0.57 2.13
H 0.17 1.95 2.29
H 1.06 1.20 5.73
H 0.96 -0.18 4.50
H -0.29 1.05 4.65
C 2.67 -5.66 6.03
O 1.58 -5.47 5.15
C 0.80 -4.40 5.16
C 0.46 -3.91 6.60
N 1.62 -3.13 7.14
C 1.32 -2.50 8.43
C 2.62 -1.66 8.84
O 3.86 -2.43 8.71
C 3.97 -3.54 9.54
H 2.23 -5.93 6.99
H 3.33 -4.80 6.17
H 3.13 -6.56 5.63
H -0.10 -4.65 4.59
H 1.35 -3.55 4.75
H 0.32 -4.77 7.26
H -0.47 -3.35 6.59
H 2.51 -3.58 7.25
H 1.09 -3.15 9.28
H 0.50 -1.80 8.28
H 2.64 -1.39 9.90
H 2.63 -0.65 8.44
H 4.98 -3.95 9.55
H 3.25 -4.32 9.29
H 3.63 -3.30 10.55
C 1.08 7.21 3.54
O 1.11 6.45 2.34
C -0.10 5.73 2.15
C -0.21 5.06 0.70
N 0.38 5.82 -0.26
C 0.69 4.94 -1.37
C 1.44 5.76 -2.49
O 2.38 6.61 -1.90
C 3.23 7.28 -2.79
H 0.68 6.58 4.33
H 0.44 8.09 3.42
H 2.11 7.44 3.80
H -0.95 6.38 2.33
H -0.25 5.00 2.95
H -1.29 4.96 0.62
H -0.15 3.98 0.79
H -0.36 6.45 -0.53
H -0.21 4.50 -1.80
H 1.37 4.17 -0.99
H 0.78 6.37 -3.10
H 1.94 5.03 -3.12
H 2.75 8.07 -3.36
H 3.65 6.55 -3.48
H 4.06 7.85 -2.36
C -4.62 -2.87 -0.15
O -5.05 -1.53 -0.24
C -4.03 -0.60 0.08
C -4.61 0.87 0.23
N -3.88 1.89 0.99
C -3.49 1.62 2.37
C -3.06 2.89 3.03
O -4.11 3.89 2.97
C -3.81 5.16 3.62
H -3.58 -3.14 -0.31
H -5.10 -3.48 -0.91
H -4.88 -3.33 0.81
H -3.08 -0.65 -0.46
H -3.86 -0.76 1.14
H -5.60 0.78 0.68
H -4.86 1.38 -0.70
H -4.45 2.71 1.14
H -2.72 0.89 2.62
H -4.43 1.21 2.76
H -2.11 3.26 2.66
H -2.89 2.52 4.05
H -3.21 5.94 3.15
H -3.48 5.05 4.65
H -4.79 5.62 3.78
C 5.43 1.64 -4.80
O 5.09 1.11 -3.48
C 3.75 0.52 -3.39
C 3.77 -1.03 -3.84
N 3.21 -1.41 -5.14
C 1.74 -1.46 -5.29
C 1.40 -1.59 -6.76
O 2.14 -2.70 -7.27
C 1.35 -3.45 -8.14
H 5.16 2.69 -4.80
H 4.92 1.16 -5.64
H 6.50 1.47 -4.93
H 3.13 0.96 -4.17
H 3.16 0.66 -2.49
H 3.35 -1.67 -3.06
H 4.84 -1.18 -3.74
H 3.57 -2.30 -5.46
H 1.23 -0.55 -4.96
H 1.40 -2.31 -4.71
H 1.44 -0.76 -7.46
H 0.34 -1.84 -6.77
H 0.81 -2.85 -8.87
H 0.57 -4.02 -7.62
H 1.97 -4.09 -8.76
C -1.26 -4.28 -4.63
C -1.23 -4.89 -3.13
C -1.31 -6.41 -3.04
O -2.57 -6.84 -3.58
C -2.61 -8.16 -4.08
N 0.03 -4.38 -2.57
H -2.23 -4.52 -5.08
H -0.39 -4.67 -5.16
H -1.25 -3.20 -4.52
H -2.15 -4.56 -2.64
H -1.21 -6.69 -1.99
H -0.49 -6.92 -3.55
H -2.01 -8.35 -4.97
H -3.63 -8.39 -4.40
H -2.32 -8.95 -3.39
H 0.13 -4.67 -1.61
H -0.01 -3.38 -2.69
C 3.42 -6.05 1.10
C 2.42 -6.77 0.21
C 0.94 -6.60 0.69
O 0.26 -5.37 0.25
C -1.10 -5.48 0.61
N 2.58 -6.53 -1.18
H 3.43 -6.38 2.14
H 3.39 -4.96 1.07
H 4.36 -6.31 0.61
H 2.46 -7.86 0.33
H 0.85 -6.69 1.77
H 0.35 -7.48 0.42
H -1.65 -6.33 0.20
H -1.65 -4.60 0.28
H -1.18 -5.37 1.69
H 1.65 -6.59 -1.56
H 2.90 -5.57 -1.26

Computed properties:
Total charge: -1
Multiplicity: 1

---

Entry 2:
DFT (ωB97M-V/def2-TZVPD) results for a 2-piece molecular cluster, C4H9O3 overall at a distorted geometry.

Cartesian coordinates (Å):
C -0.38 -1.31 0.04
C -0.71 -2.71 0.56
O -0.47 -0.57 1.38
H 0.58 -1.18 -0.25
H -1.13 -0.92 -0.77
H -1.39 -2.76 1.41
H -0.56 0.51 1.11
H 0.06 -3.17 1.23
H -1.04 -3.35 -0.30
C 1.06 2.21 -1.30
C 0.36 2.34 0.19
O 0.99 2.86 1.16
O -0.73 1.88 0.32
H 0.24 1.71 -1.95
H 1.68 1.28 -1.36
H 1.44 3.19 -1.46

Computed properties:
Total charge: -1
Multiplicity: 1

---

Entry 3:
DFT (ωB97M-V/def2-TZVPD) results for a 2-piece molecular cluster, C15H24F3I2N2O6S overall at a distorted geometry.

Cartesian coordinates (Å):
C 0.55 -3.61 1.32
C 0.99 -2.92 0.27
C 0.95 -1.40 0.17
C -0.47 -1.04 -0.37
C -1.29 0.11 0.26
C -2.55 -0.41 0.95
C -3.46 0.70 1.49
C -4.33 1.33 0.40
N -3.68 2.52 -0.17
C 2.06 -0.86 -0.83
C 3.30 -1.75 -1.00
F 3.06 -2.79 -1.80
F 3.83 -2.20 0.13
F 4.29 -1.07 -1.62
C 2.45 0.61 -0.62
C 1.37 1.66 -0.98
I 0.53 1.32 -2.91
C 2.05 3.07 -0.90
C 1.77 3.76 0.45
I 1.28 4.43 -2.41
C 2.87 0.81 0.83
O 1.76 0.73 1.72
S 1.28 -0.80 1.88
O 0.08 -0.78 2.65
O 2.39 -1.50 2.44
H -0.19 -3.18 1.98
H 0.93 -4.60 1.53
H 1.30 -3.47 -0.60
H -1.09 -1.93 -0.30
H -0.41 -0.85 -1.43
H -0.75 0.75 0.97
H -1.64 0.77 -0.54
H -3.11 -0.97 0.20
H -2.30 -1.12 1.74
H -4.13 0.22 2.20
H -2.88 1.47 2.01
H -4.50 0.62 -0.40
H -5.32 1.56 0.81
H -4.27 2.94 -0.88
H -3.59 3.22 0.56
H 1.61 -0.91 -1.82
H 3.33 0.91 -1.19
H 0.56 1.72 -0.27
H 3.11 3.02 -1.15
H 1.02 3.20 1.01
H 2.66 3.77 1.07
H 1.40 4.77 0.34
H 3.36 1.77 0.96
H 3.62 0.07 1.10
N -2.45 -3.42 -2.32
O -1.23 -3.66 -2.23
O -3.19 -4.14 -3.00
O -2.93 -2.43 -1.70

Computed properties:
Total charge: -1
Multiplicity: 1

---

Looking at lowest unoccupied orbital energy for the records above, in order, we have 2.225; 3.877; 1.753 eV.
Looking at gap between HOMO and LUMO for the records above, in order, we have 8.29; 8.09; 6.55 eV.
Looking at HOMO for the records above, in order, we have -6.06; -4.21; -4.80 eV.